(1)
C20H24ClNOP2Pm | wB97M-V/def2-TZVPD

```
50
Properties=species:S:1:pos:R:3:mulliken_spin:R:1
Pm 0.39380 -0.55535 1.67505 4.0230
Cl -1.49253 -1.39815 3.21382 -0.0112
P 2.90477 -0.29851 0.45737 -0.0006
P -0.24941 -2.81413 0.17511 -0.0086
O -0.49185 1.61569 2.81601 -0.0012
N -0.43319 0.51403 0.20038 0.0451
C -2.38671 -0.89145 -0.33846 -0.0062
C -1.83828 0.37130 0.02865 -0.0136
C 0.73081 -3.75746 -1.02969 -0.0016
C 3.94381 -1.60508 -0.25957 -0.0013
C 2.17203 0.50479 -1.09182 0.0077
C 1.94158 3.03190 -1.16998 0.0001
C -0.65620 2.91659 -0.13653 -0.0083
C 4.13580 0.95342 0.90720 0.0003
C -2.13678 2.86223 0.16282 -0.0025
C 0.08639 1.75120 -0.28455 -0.0118
C -1.38848 2.32234 2.68939 0.0008
C 1.39033 1.79035 -0.85789 -0.0142
C -3.74475 -1.10583 -0.10717 0.0026
C -4.54498 -0.05970 0.37186 -0.0021
C -4.00759 1.21489 0.57427 0.0024
C -1.50680 -1.97173 -0.94246 0.0069
C 1.23003 4.21394 -0.91783 0.0006
C -2.65868 1.45506 0.33107 -0.0079
C -0.05695 4.15084 -0.38398 0.0006
C -1.29551 -4.11570 0.90188 0.0002
H 2.95595 3.05924 -1.59765 -0.0001
H 3.04654 0.67052 -1.74465 -0.0001
H 4.46367 -2.11046 0.56342 0.0003
H -2.47186 3.52907 0.82719 0.0004
H 0.90932 -3.16772 -1.93520 0.0003
H -2.64569 3.28259 -0.74516 -0.0001
H 1.69422 -4.00787 -0.56947 0.0003
H 1.53060 -0.26222 -1.56296 -0.0007
H -2.27016 -3.70629 1.18595 0.0004
H -0.90183 -1.54241 -1.75784 0.0014
H 4.95095 0.96579 0.17490 -0.0001
H 0.20353 -4.68165 -1.28895 -0.0006
H -2.11797 -2.79990 -1.33650 -0.0002
H -4.63597 2.06965 0.85535 -0.0001
H 3.33957 -2.34468 -0.79730 0.0001
H 3.67515 1.94480 0.95836 0.0004
H -4.16484 -2.10659 -0.28696 0.0000
H 4.52820 0.68890 1.89670 -0.0001
H 1.66855 5.17736 -1.18732 0.0001
H -1.41537 -4.93562 0.18567 -0.0001
H -5.61393 -0.22450 0.52784 -0.0001
H -0.66372 5.05038 -0.21702 -0.0002
H -0.79002 -4.47593 1.80570 -0.0001
H 4.68442 -1.16793 -0.93905 -0.0003
```

As for the spin multiplicity: 5. As for the expectation value of S²: 6.007. The charge is +1. Its energy relative to the best compared isomer or geometry (same formula, charge and spin) is 0.0 kJ/mol. The calculation puts the HOMO-LUMO gap (alpha / beta) at 7.4 / 7.6 eV.



(2)
C20H24F3N5O2 | wB97M-V/def2-TZVPD

```
54
Properties=species:S:1:pos:R:3:nbo_charge:R:1
F 2.02482 1.40164 -1.90436 -0.3228
F 3.34962 2.71467 -0.84155 -0.3358
F 1.52336 3.47081 -1.67289 -0.3219
O 0.97066 -3.69317 -1.25338 -0.6278
O -0.54548 0.14114 -0.58258 -0.6827
N -5.13879 -0.40938 0.69348 -0.4796
N 2.50196 -1.23713 0.92417 -0.4515
N -4.20117 -0.00098 -1.26394 -0.3275
N -1.92567 -0.59110 1.02715 -0.4275
N 3.14347 -3.20340 -1.03090 -0.6148
C 1.76664 1.07097 1.08563 0.1065
C -5.43992 -0.52001 -1.50840 -0.1026
C 4.19520 -2.53790 -0.30291 -0.2381
C 0.03662 1.65752 2.66659 -0.1951
C -0.79579 -0.67076 0.29748 0.7151
C 1.09889 0.86156 2.28701 -0.2321
C -3.26320 0.43020 -2.26471 -0.4253
C 3.60830 -2.15419 1.06069 -0.2138
C 2.03977 2.41784 -1.02658 0.9746
C -4.07085 0.05520 0.08621 0.3272
C 2.90735 0.14910 0.74100 -0.2683
C 1.34429 2.12058 0.27194 -0.1596
C -2.34398 -1.56726 2.00448 -0.4238
C 1.83484 -2.96163 -0.81040 0.6785
C 0.27809 2.92667 0.65356 -0.1640
C 0.12259 -1.83162 0.61959 -0.5189
C -6.00159 -0.76829 -0.28945 -0.0938
C -2.84704 0.51574 0.80063 -0.2702
C -0.37750 2.69379 1.84659 -0.2228
C 1.49955 -1.68151 -0.04529 -0.1706
H 3.23381 -3.06402 1.54350 0.1988
H -0.34251 -2.73908 0.21949 0.2725
H -1.20880 3.31943 2.13307 0.2187
H 3.72275 0.35300 1.44405 0.2133
H -2.24320 0.35837 -1.88698 0.2579
H 4.52997 -1.63856 -0.83481 0.1889
H 5.04744 -3.21109 -0.19164 0.2091
H -3.46175 1.46568 -2.55430 0.1992
H -3.41899 -1.46067 2.14604 0.2437
H -3.14074 0.92560 1.77035 0.2230
H 1.42964 0.04985 2.91640 0.2248
H -3.35875 -0.20343 -3.14556 0.2118
H -0.47000 1.47259 3.60229 0.2162
H -6.96281 -1.17960 -0.05672 0.2059
H -1.83845 -1.40906 2.96156 0.1894
H 3.28629 0.34077 -0.27051 0.1941
H 0.24498 -1.93818 1.69580 0.2334
H 1.38656 -0.92242 -0.83647 0.2656
H 3.35821 -4.02432 -1.57705 0.4084
H -5.80650 -0.66738 -2.50342 0.2137
H -2.14262 -2.57998 1.65875 0.2107
H -0.04036 3.73023 0.00794 0.2307
H -2.31389 1.27449 0.22570 0.2511
H 4.37021 -1.70845 1.70149 0.2080
```

Its structure (SMILES) is CN(Cc1nccn1C)C(=O)C[C@@H]1C(=O)NCCN1Cc1ccccc1C(F)(F)F. Its energy relative to the best compared isomer or geometry (same formula, charge and spin) is 20.7 kJ/mol. The calculation puts the HOMO-LUMO gap at 9.2 eV.



(3)
C20H24F4N4O12 | wB97M-V/def2-TZVPD

```
64
Properties=species:S:1:pos:R:3:nbo_charge:R:1
F -2.05362 0.88279 -3.07948 -0.3305
F 0.89704 -3.17247 1.32535 -0.3310
F 1.55178 2.13994 2.82239 -0.3445
F -1.98977 6.01252 2.08246 -0.3239
O 0.51745 -0.75083 2.72376 -0.4804
O -0.43049 1.12609 3.38904 -0.5036
O 1.47214 -3.22953 3.56962 -0.5106
O -0.57163 3.08500 0.94173 -0.5051
O -1.87979 3.60057 -4.76528 -0.4841
O -1.73157 -0.39963 2.48175 -0.5518
O 0.75152 -5.28116 4.01320 -0.4746
O -2.39059 2.26315 -0.07879 -0.5672
O -0.20949 3.12540 -6.23833 -0.5367
O -0.45377 1.96167 -4.35296 -0.4967
O 1.49173 -4.00726 5.68922 -0.5506
O -2.54550 3.97912 1.38426 -0.4875
N -2.66425 -6.01078 0.09404 -0.3320
N 3.99762 3.16612 -0.28376 -0.3183
N 1.57929 -1.32724 -2.51922 -0.3694
N -1.71254 -0.56678 -6.39430 -0.3529
C 3.71123 2.08367 -0.03670 0.2816
C 0.56478 -1.64307 -5.69508 -0.7166
C 0.91346 1.33153 3.72667 0.4311
C -0.35668 4.46404 1.33094 -0.1385
C -1.59444 4.70604 2.15698 0.4448
C -0.71681 -1.05294 -6.09682 0.2974
C 0.81384 -0.90581 -1.77349 0.2985
C 0.59384 -5.11771 2.60957 -0.1316
C -0.77593 2.94698 -5.22956 0.9747
C 1.46260 -3.90015 2.32535 0.4499
C -1.91144 3.02641 0.67516 0.9767
C 1.47218 -0.07935 3.53355 -0.1373
C -1.26788 1.98375 -3.22425 0.4425
C -0.17870 -0.40714 -0.78518 -0.7028
C 3.38943 0.71357 0.24797 -0.7199
C -1.96029 3.31461 -3.36743 -0.1340
C 1.23811 -4.13930 4.54285 0.9691
C -2.52983 -4.87619 0.12478 0.2832
C -2.27983 -3.44966 0.19243 -0.7270
C -0.63816 -0.06995 2.78020 0.9754
H 2.46554 -0.00425 3.08998 0.2106
H 0.94471 1.71953 4.74112 0.1822
H -0.62695 2.02727 -2.33511 0.1493
H -0.93137 0.21455 -1.25369 0.2791
H -2.17704 -3.15940 1.23706 0.2639
H -1.30831 -3.27205 -0.27373 0.2454
H -3.00769 3.28088 -3.06942 0.2273
H -0.45478 -4.95020 2.35873 0.2072
H 0.35112 -2.59493 -5.21533 0.2502
H -1.57265 4.31915 3.17638 0.1694
H -0.61986 -1.33576 -0.42492 0.2499
H 2.34880 0.53001 0.51519 0.2374
H 0.89897 -5.97758 2.01552 0.2175
H 1.64782 -0.67300 4.43362 0.2206
H 1.06021 -0.96619 -5.00574 0.2701
H -3.03785 -2.92869 -0.38821 0.2656
H 2.50657 -4.11065 2.08961 0.1589
H 0.41530 -0.00109 0.02644 0.2359
H 1.12899 -1.76697 -6.61809 0.2504
H 0.58279 4.42000 1.88020 0.2228
H -1.44207 4.11396 -2.83676 0.1924
H 3.94333 0.33402 1.10861 0.2455
H 3.58985 0.07189 -0.61124 0.2720
H -0.28047 5.18347 0.51714 0.2106
```

Its structure (SMILES) is O=C1OC[C@@H](F)O1.O=C1OC[C@@H](F)O1.O=C1OC[C@@H](F)O1.O=C1OC[C@@H](F)O1.CC#N.CC#N.CC#N.CC#N. Its energy relative to the best compared isomer or geometry (same formula, charge and spin) is 5.4 kJ/mol. The calculation puts the HOMO-LUMO gap at 11.2 eV.



(4)
C20H24N2O3P2Pt | wB97M-V/def2-TZVPD

```
52
Properties=species:S:1:pos:R:3:mulliken_spin:R:1
Pt -0.43478 -0.06377 0.77909 0.8821
P -0.77301 -2.22667 0.07272 0.2642
P 1.71956 0.23658 1.56171 0.2376
O -1.71090 0.37921 3.45020 0.0379
O -0.79338 -1.98555 3.30699 0.2549
O 0.64329 -1.11099 4.68804 0.2907
N 0.26118 0.39365 -1.11058 0.4314
N -0.39118 -1.75093 4.49644 0.4090
C 2.64594 -1.22795 2.08928 0.0378
C -0.20027 2.78380 -1.33631 0.1802
C -2.52429 -2.70613 0.16227 0.0126
C 1.87805 1.45866 2.89555 0.0259
C -0.80393 0.11824 -2.05927 0.1251
C 1.96843 2.04325 -0.48562 0.0379
C -2.88716 -0.41418 -3.79548 0.1348
C 0.19920 4.11985 -1.22236 -0.0491
C 2.72074 0.90432 0.16313 0.0704
C -1.19013 0.00133 2.45827 0.2381
C 0.71660 1.76423 -1.08538 0.0283
C -2.07686 -1.46805 -3.36269 -0.0508
C -1.71899 1.11970 -2.36256 0.1362
C 0.17259 -3.60076 0.80066 0.0235
C 2.32635 3.39297 -0.30157 -0.0626
C -1.03413 -1.22662 -2.45242 0.0297
C -1.60149 2.30727 -1.46645 0.0109
C -0.32044 -2.32571 -1.71610 0.0618
C -2.71446 0.87144 -3.30878 -0.0391
C 1.44415 4.40982 -0.68684 0.1294
H 3.70610 1.24470 0.52182 0.0059
H 2.18437 -1.64597 2.99638 -0.0047
H -0.48623 4.87865 -1.50293 0.0004
H -3.33506 1.68483 -3.61999 0.0001
H 3.26885 3.62376 0.21809 -0.0005
H -2.70185 -3.67795 -0.31871 0.0080
H -2.27355 -2.50260 -3.66552 -0.0004
H -0.59524 -3.30696 -2.13228 0.0069
H 3.68401 -0.93814 2.31964 0.0107
H 2.93670 1.68474 3.08115 0.0089
H -0.06346 -3.65771 1.86544 0.0004
H 1.35077 2.37818 2.62200 -0.0001
H -3.68847 -0.63755 -4.47959 0.0017
H -1.86046 1.92433 -0.50789 0.0436
H 1.73461 5.43532 -0.49889 0.0022
H 2.65581 -1.98252 1.29148 -0.0029
H -2.80413 -2.77337 1.22182 0.0012
H 1.43002 1.03591 3.80491 -0.0006
H 0.77604 -2.20775 -1.78940 0.0096
H 1.24380 -3.43647 0.66830 -0.0026
H 2.86688 0.07704 -0.54779 0.0100
H -2.29215 3.08306 -1.70268 0.0021
H -3.14517 -1.94469 -0.32224 0.0023
H -0.11287 -4.53581 0.30495 0.0091
```

As for the spin multiplicity: 5. As for the expectation value of S²: 6.044. The charge is +2. The calculation puts the HOMO-LUMO gap (alpha / beta) at 6.2 / 5.6 eV.



(5)
C20H24N2O3S | wB97M-V/def2-TZVPD

```
50
Properties=species:S:1:pos:R:3:nbo_charge:R:1
S -1.62924 -2.96652 0.33453 2.3165
O -2.03373 -3.79129 1.43404 -0.9375
O 0.55834 1.66958 -1.47628 -0.6119
O -2.51614 -2.80916 -0.77425 -0.9247
N -0.37261 3.18168 -0.07542 -0.6119
N -0.17342 -3.57892 -0.23775 -0.6508
C 0.44165 -2.80521 -1.23935 0.0908
C 2.42603 -1.51483 -1.65689 -0.2174
C 1.95209 6.49233 1.67666 -0.5976
C -0.37872 0.87250 0.55881 -0.1300
C -0.06424 4.34448 -0.87609 -0.2289
C 1.68204 -2.32097 -0.82371 0.0265
C -0.98768 -1.18581 2.33143 -0.2188
C -1.15787 -1.35239 0.96991 -0.2613
C 0.68990 -1.69696 -3.31903 -0.2017
C 1.95503 -2.79404 0.57723 -0.4482
C 0.83604 -3.83072 0.78921 -0.2247
C 1.91827 -1.20466 -2.91189 -0.1925
C -0.19559 1.04318 1.92799 -0.1922
C -0.50587 0.02148 2.81116 -0.2011
C 0.71999 5.77868 1.12217 -0.2149
C -0.07002 -2.50854 -2.48688 -0.2194
C -0.86111 -0.34113 0.07963 -0.1767
C -0.46007 6.74633 1.06932 -0.6101
C -0.00866 1.93157 -0.43544 0.6642
C 1.04719 5.19783 -0.25903 -0.3982
H -0.26001 7.54619 0.35982 0.2051
H -0.97276 4.93503 -1.01889 0.1934
H 2.23172 7.32060 1.02951 0.2029
H 2.48494 -0.56705 -3.57196 0.2160
H 1.75186 6.88691 2.67015 0.2072
H 0.26782 3.96783 -1.84638 0.2405
H 0.21370 1.96849 2.30833 0.2165
H -1.00528 -0.48440 -0.97871 0.2582
H -1.03829 -2.87964 -2.77990 0.2425
H -0.36336 0.16323 3.87191 0.2213
H -0.62442 7.19212 2.04780 0.2116
H 1.94355 4.57926 -0.17822 0.2091
H 1.21541 -4.84548 0.63573 0.2094
H -0.86473 3.32500 0.79104 0.3963
H 2.94250 -3.24218 0.68150 0.2252
H 0.31137 -1.44286 -4.29738 0.2165
H 1.88230 -1.95986 1.28145 0.2172
H 3.38069 -1.12507 -1.33721 0.2137
H -1.37699 6.24368 0.77215 0.2014
H 2.79609 5.80960 1.74285 0.2082
H -1.23983 -2.00120 2.99114 0.2462
H 0.47039 4.95659 1.80312 0.1815
H 0.36513 -3.78321 1.76984 0.2275
H 1.26770 6.01710 -0.94581 0.2050
```

Its structure (SMILES) is CC(C)CCNC(=O)c1cccc(S(=O)(=O)N2CCc3ccccc32)c1. Its energy relative to the best compared isomer or geometry (same formula, charge and spin) is 141.7 kJ/mol. The calculation puts the HOMO-LUMO gap at 8.9 eV.



(6)
C20H24N2O4 | wB97M-V/def2-TZVPD

```
50
Properties=species:S:1:pos:R:3:nbo_charge:R:1
O 4.54007 2.03603 4.42873 -0.6353
O 1.35936 -0.43881 -2.59881 -0.6563
O 6.18168 3.93582 3.34714 -0.5373
O -0.63367 0.68985 -2.20898 -0.5351
N 5.37111 2.98573 2.59429 -0.3381
N 0.25134 -0.85387 -0.66989 -0.4739
C -3.29486 -2.17695 0.03197 -0.0263
C -0.45696 1.56029 -3.38151 0.1007
C -5.35752 -1.45390 1.09183 -0.1999
C -4.72938 -3.79674 1.15632 -0.2101
C -3.54252 -3.50501 0.43531 -0.2016
C 4.57894 2.00755 3.20008 0.6159
C 2.22731 -0.72834 0.79158 -0.0078
C 2.05388 -0.71445 2.18076 -0.2179
C -1.86568 2.05848 -3.81446 -0.6163
C 0.40057 -0.16438 -1.89481 0.9117
C 2.80790 0.17343 2.96651 -0.1557
C -4.19649 -1.16762 0.36051 -0.2127
C -1.08088 -0.95412 -0.01548 -0.2007
C -2.07413 -1.82357 -0.76796 -0.4416
C 3.17166 0.14615 0.19416 -0.1689
C 0.29915 2.80444 -3.00474 -0.6332
C -5.58308 -2.77563 1.50376 -0.2238
C 1.35663 -1.59995 -0.08778 -0.2240
C 3.77515 1.02364 2.38543 -0.1464
C 3.94356 0.96966 0.99139 -0.1815
H 1.97488 -2.09434 -0.84501 0.2334
H 5.56070 2.88131 1.59611 0.3877
H -1.76108 2.75017 -4.64287 0.2152
H 5.85871 3.98477 4.26362 0.4994
H 2.67416 0.24921 4.05150 0.2419
H -6.45263 -2.94940 2.15871 0.2147
H -0.97678 -1.34921 1.03582 0.2086
H 1.37614 -1.38241 2.66223 0.2142
H -4.96386 -4.80952 1.43743 0.2160
H -1.50277 0.08561 0.06828 0.2160
H -6.11114 -0.66990 1.30855 0.2176
H -2.76985 -4.27798 0.21587 0.2125
H 4.67301 1.61605 0.50662 0.1910
H 0.01754 1.08395 -4.19250 0.1991
H 3.34849 0.11954 -0.87025 0.2276
H 0.35782 3.51867 -3.84945 0.2196
H -2.30251 2.59772 -2.99373 0.2082
H -2.39413 -1.32886 -1.70387 0.2234
H 1.32557 2.51940 -2.68686 0.2210
H -4.02341 -0.16941 -0.03049 0.2093
H -0.18982 3.26584 -2.14607 0.2120
H 0.92355 -2.34240 0.56460 0.2022
H -2.53196 1.21668 -4.07041 0.2151
H -1.61380 -2.75321 -1.05322 0.2104
```

Its structure (SMILES) is CC(C)OC(=O)N(CCc1ccccc1)Cc1ccc(C(=O)NO)cc1. Its energy relative to the best compared isomer or geometry (same formula, charge and spin) is 322.1 kJ/mol. The calculation puts the HOMO-LUMO gap at 9.5 eV.